Density functional theory data (ωB97M-V with the def2-TZVPD basis set) for the molecule C10H19BrN2O at a distorted geometry.

CARTESIAN COORDINATES (ANGSTROEM)
Br -2.86730 0.19412 0.92040
O -1.20320 1.50140 -1.19775
N -0.28305 1.21312 -0.39519
N -0.13125 0.21571 0.34534
C 1.94851 1.79560 0.34472
C -0.80269 -1.61461 1.71345
C 0.94826 2.79032 -1.75658
C -1.19330 -0.74067 0.50627
C -0.28227 -2.58327 -1.09146
C -0.00363 3.33746 0.57765
C -0.06817 -3.53323 0.07642
C 0.12838 -2.72547 1.36485
C -1.40185 -1.51536 -0.68903
C 0.73226 2.26243 -0.34449
H -0.98522 -4.08896 0.00907
H -0.45442 -0.85478 2.48646
H 2.82463 2.51375 0.35841
H 1.71708 1.35321 1.28097
H -0.23532 3.07952 1.63587
H -1.67732 -2.12212 1.99434
H 0.70832 -2.04779 -1.48040
H -1.56053 -0.84333 -1.62497
H 0.64700 4.25599 0.56125
H -0.66911 -3.09684 -2.00811
H -2.35754 -2.05250 -0.68593
H -0.89880 3.70784 0.14980
H 1.41872 2.09043 -2.35485
H 0.01953 -3.52900 2.12491
H 0.05556 3.08655 -2.20266
H 1.62547 3.62130 -1.85742
H 0.74528 -4.16428 0.03458
H 1.19648 -2.47480 1.47048
H 2.35949 0.96826 -0.26639

Properties
Relative energy (zero: lowest compared OMol25 entry of this formula, charge and spin) = 0.0 kJ/mol
Strongest force on any atom = 5.4 eV/A
Structure (SMILES) = CC(C)(C)/[N+]([O-])=N/C1(Br)CCCCC1

Calculated atomic charges, method natural (NBO), unit e:
1. Br -0.007
2. O -0.469
3. N 0.342
4. N -0.295
5. C -0.627
6. C -0.428
7. C -0.612
8. C 0.103
9. C -0.379
10. C -0.610
11. C -0.408
12. C -0.405
13. C -0.489
14. C 0.096
15. H 0.196
16. H 0.234
17. H 0.228
18. H 0.240
19. H 0.226
20. H 0.216
21. H 0.195
22. H 0.252
23. H 0.212
24. H 0.212
25. H 0.229
26. H 0.227
27. H 0.214
28. H 0.212
29. H 0.242
30. H 0.217
31. H 0.214
32. H 0.207
33. H 0.215